Computed, not measured: a cluster of 11 separate species, C38H76Cl4O27 in total in a non-equilibrium geometry, with ωB97M-V/def2-TZVPD.

ORCA input file:
```
! wB97M-V def2-TZVPD RIJCOSX def2/J DEFGRID3
* xyz 0 1
C -6.89 2.97 1.95
Cl -7.18 3.31 3.66
Cl -5.24 3.57 1.58
H -6.92 1.90 1.71
H -7.60 3.48 1.34
C 2.37 -5.68 -1.08
Cl 3.22 -4.27 -0.41
Cl 1.29 -5.10 -2.41
H 3.09 -6.35 -1.46
H 1.81 -6.09 -0.26
C 5.86 -0.26 2.12
C 5.50 -1.58 1.35
O 5.92 -1.62 -0.03
C 5.08 -1.03 -0.87
O 3.95 -0.64 -0.57
O 5.57 -1.08 -2.09
C 4.66 -0.68 -3.14
H 6.92 -0.10 2.16
H 5.42 -0.51 3.13
H 5.38 0.67 1.79
H 4.49 -1.81 1.31
H 6.01 -2.37 1.88
H 5.16 -0.07 -3.81
H 3.75 -0.23 -2.79
H 4.38 -1.55 -3.67
C 0.54 -1.60 -1.03
C 0.41 -0.13 -0.51
O -0.15 -0.15 0.87
C -1.33 0.37 1.05
O -2.13 0.75 0.19
O -1.49 0.48 2.32
C -2.74 1.00 2.67
H 0.84 -1.54 -2.11
H -0.40 -2.14 -0.99
H 1.27 -2.14 -0.44
H -0.18 0.43 -1.23
H 1.35 0.29 -0.30
H -3.15 0.48 3.54
H -3.51 0.86 1.88
H -2.71 2.07 2.86
C -6.28 -0.31 5.83
C -6.49 -0.47 4.34
O -5.43 -1.41 3.75
C -5.25 -1.42 2.48
O -5.89 -0.71 1.72
O -4.33 -2.30 2.13
C -4.04 -2.46 0.75
H -6.98 0.47 6.19
H -5.27 0.07 6.06
H -6.42 -1.23 6.36
H -6.35 0.47 3.84
H -7.46 -0.87 4.08
H -3.70 -1.53 0.32
H -4.94 -2.72 0.30
H -3.27 -3.25 0.64
C 2.09 0.63 -7.60
C 2.91 0.52 -6.37
O 2.96 -0.74 -5.73
C 3.53 -1.70 -6.48
O 3.87 -1.59 -7.61
O 3.56 -2.83 -5.80
C 4.05 -4.00 -6.47
H 2.43 0.05 -8.42
H 2.10 1.67 -7.85
H 1.01 0.39 -7.45
H 2.46 1.19 -5.63
H 3.91 0.94 -6.60
H 3.52 -4.03 -7.43
H 3.85 -4.93 -5.89
H 5.13 -3.95 -6.57
C -0.14 3.97 -2.42
C -1.08 3.85 -1.19
O -0.33 3.25 -0.13
C -0.67 3.55 1.09
O -1.73 4.05 1.45
O 0.34 3.21 1.88
C 0.14 3.64 3.18
H 0.92 4.22 -2.18
H -0.51 4.89 -2.97
H -0.24 3.14 -3.09
H -1.98 3.23 -1.39
H -1.40 4.87 -0.83
H 0.06 4.72 3.21
H 1.04 3.28 3.70
H -0.76 3.15 3.63
C 0.81 -0.57 7.49
C -0.07 -1.08 6.32
O 0.81 -1.29 5.19
C 1.06 -0.21 4.43
O 0.71 0.90 4.61
O 1.87 -0.61 3.48
C 2.40 0.53 2.74
H 1.65 -1.04 7.97
H 0.14 -0.25 8.29
H 1.17 0.40 7.08
H -0.79 -0.29 6.11
H -0.48 -2.06 6.46
H 3.23 0.92 3.31
H 1.68 1.36 2.53
H 2.64 0.09 1.76
C -0.77 -3.04 2.79
C -0.45 -4.23 1.98
O -1.11 -4.13 0.67
C -1.16 -5.26 -0.02
O -0.76 -6.35 0.36
O -1.75 -5.01 -1.17
C -2.00 -6.21 -1.93
H -1.83 -3.00 2.97
H -0.49 -2.06 2.35
H -0.21 -3.08 3.76
H -0.81 -5.17 2.43
H 0.58 -4.31 1.77
H -1.12 -6.82 -1.98
H -2.27 -5.91 -2.95
H -2.83 -6.81 -1.53
C -2.84 -1.33 -2.90
C -3.78 -0.22 -2.35
O -4.75 0.19 -3.42
C -4.39 1.31 -4.11
O -3.48 1.99 -3.87
O -5.44 1.48 -4.95
C -5.51 2.58 -5.92
H -2.58 -0.98 -3.90
H -3.36 -2.25 -3.10
H -1.95 -1.51 -2.30
H -3.12 0.59 -2.00
H -4.53 -0.48 -1.58
H -4.45 2.92 -5.98
H -6.12 3.37 -5.68
H -6.01 2.13 -6.80
C 3.53 6.21 2.57
C 4.76 6.01 1.67
O 4.26 5.60 0.37
C 4.32 4.21 0.13
O 4.60 3.40 0.98
O 4.04 4.01 -1.13
C 3.78 2.59 -1.47
H 3.92 6.72 3.49
H 2.97 5.30 2.82
H 2.71 6.78 2.13
H 5.39 5.21 2.12
H 5.38 6.91 1.55
H 4.00 2.51 -2.52
H 2.74 2.43 -1.21
H 4.46 2.03 -0.88
*
```

Output
* frontier orbital gap: 10.91 eV
* HOMO level: -10.5 eV
* SMILES: CCOC(=O)OC.CCOC(=O)OC.CCOC(=O)OC.CCOC(=O)OC.CCOC(=O)OC.CCOC(=O)OC.CCOC(=O)OC.CCOC(=O)OC.CCOC(=O)OC.ClCCl.ClCCl
* E_LUMO: 0.0167 Eh

Atom charges from the Mulliken analysis, given in e for atoms 1 to 8:
1. C -0.122
2. Cl -0.190
3. Cl -0.077
4. H 0.036
5. H 0.359
6. C -0.499
7. Cl -0.046
8. Cl -0.141